# C18H54O9

9 unconnected molecules or ions with the total composition C18H54O9 in a non-equilibrium geometry (ωB97M-V/def2-TZVPD, OMol25).

## Properties
- spin multiplicity = 1
- Kohn-Sham gap (eV) = 9.83
- SMILES = CCO.CCO.CCO.CCO.CCO.CCO.CCO.CCO.CCO

Each line ends with the Mulliken charge.
CARTESIAN COORDINATES (ANGSTROEM)
C (3.320893, -1.329216, 2.746909)  -0.4906
C (3.828298, -1.514463, 4.166612)  -0.4396
O (3.448547, -2.759491, 4.714606)  -0.5272
H (2.263960, -1.584498, 2.661403)  0.1901
H (3.901935, -1.940211, 2.058508)  0.3338
H (3.395702, -0.266670, 2.506561)  0.1176
H (3.498313, -0.682373, 4.805337)  0.1979
H (4.906511, -1.328527, 4.188135)  0.3350
H (2.590434, -2.668086, 5.132426)  0.3020
C (-2.541034, 3.834353, 1.769319)  -0.3949
C (-3.536724, 3.913514, 2.915618)  -0.1894
O (-4.433529, 5.010884, 2.715503)  -0.5558
H (-1.714388, 3.132375, 1.908875)  0.0140
H (-2.047040, 4.791514, 1.591498)  0.3385
H (-3.059491, 3.549466, 0.850761)  0.0465
H (-3.044181, 4.050339, 3.878255)  0.2529
H (-4.093887, 2.973101, 2.982571)  0.1896
H (-4.982235, 4.739514, 1.970508)  0.3301
C (-1.036290, -4.602119, -1.816935)  -1.1940
C (-1.906319, -3.662998, -2.630953)  0.1615
O (-1.321504, -3.513331, -3.919078)  -0.5409
H (-1.407354, -4.721298, -0.799329)  0.3425
H (0.019259, -4.326308, -1.780025)  0.2658
H (-1.024375, -5.579181, -2.306997)  0.3557
H (-2.101265, -2.698527, -2.148650)  0.0699
H (-2.913016, -4.101637, -2.689684)  0.2671
H (-1.634307, -2.677222, -4.280594)  0.2755
C (4.620834, -2.078118, -2.980686)  -0.9647
C (5.075202, -3.363914, -2.336777)  -0.1356
O (4.885093, -4.382961, -3.329179)  -0.5292
H (5.066545, -1.775394, -3.919488)  0.3337
H (4.594185, -1.212877, -2.300316)  0.3604
H (3.523603, -2.092349, -3.063262)  0.1229
H (4.507915, -3.601186, -1.433023)  0.2377
H (6.127805, -3.343913, -2.036020)  0.2738
H (5.073524, -5.232951, -2.917362)  0.2921
C (-2.600337, -0.144817, 3.465973)  -0.7235
C (-2.592741, 0.473830, 4.892962)  -0.3573
O (-1.344961, 1.129168, 5.101108)  -0.5661
H (-2.044462, 0.544001, 2.824742)  0.0069
H (-3.630474, -0.133187, 3.116410)  0.3513
H (-2.090044, -1.100519, 3.396628)  0.3502
H (-2.768756, -0.321635, 5.617230)  0.2698
H (-3.433805, 1.166382, 4.919585)  0.2967
H (-1.512449, 1.967966, 5.544581)  0.2736
C (2.014570, 3.588940, 3.880205)  -1.2415
C (1.799627, 2.115990, 3.522649)  0.0127
O (0.474697, 1.870180, 3.062503)  -0.3389
H (1.705675, 3.738711, 4.917876)  0.3034
H (1.416059, 4.224764, 3.231691)  0.2879
H (3.053996, 3.921221, 3.872477)  0.3714
H (1.913173, 1.475817, 4.411258)  0.3133
H (2.441841, 1.627258, 2.786222)  0.1513
H (-0.132741, 1.727538, 3.805130)  0.2161
C (0.415066, -0.588775, -1.171256)  -0.9328
C (0.734807, -0.051412, 0.205323)  0.1825
O (-0.028202, 1.114465, 0.463709)  -0.3696
H (-0.361165, -1.351317, -1.181542)  0.1496
H (1.272014, -1.093361, -1.633019)  0.1613
H (0.216717, 0.216476, -1.876602)  0.3388
H (1.824323, 0.086279, 0.244826)  0.2162
H (0.530429, -0.765987, 1.013266)  0.1533
H (0.302201, 1.533667, 1.275722)  0.0494
C (-0.901455, 0.550837, -6.597307)  -0.9142
C (0.457161, 0.489618, -5.945450)  -0.2999
O (0.343188, 0.050810, -4.580187)  -0.3747
H (-1.255405, -0.487088, -6.616214)  0.2044
H (-0.857811, 0.801343, -7.659716)  0.3738
H (-1.611292, 1.178635, -6.072692)  0.2225
H (0.978881, 1.451338, -5.906178)  0.2436
H (1.126879, -0.187106, -6.483567)  0.3205
H (0.760799, -0.810275, -4.502301)  0.2342
C (-3.700748, 0.923960, -3.300170)  -1.2035
C (-2.937487, 1.527189, -2.146818)  0.0933
O (-2.421392, 0.571616, -1.225960)  -0.3785
H (-4.531826, 0.302982, -2.961195)  0.3345
H (-3.113785, 0.479709, -4.093677)  0.1190
H (-4.260979, 1.766056, -3.729650)  0.4124
H (-3.618752, 2.196982, -1.599233)  0.1466
H (-2.152139, 2.234045, -2.439558)  0.3400
H (-1.730512, 1.032464, -0.724831)  0.1553

Atoms 1-6, force components in eV/Å:
C -0.1 0.3 0.3
C -0.3 1.1 0.1
O 0.6 -0.2 0.1
H 0.0 -0.1 0.1
H -0.1 0.1 -0.2
H 0.2 -0.1 -0.3